No. 1
Entry from the OMol25 dataset: a single C20H28N4O4 molecule (wB97M-V/def2-TZVPD).

Results
Energy ... -35343.528 eV
ΔE to the lowest compared entry with this formula, charge and spin ... 347.1 kJ/mol
E_HOMO ... -0.3334 hartree
Gap between HOMO and LUMO ... 9.39 eV
F_max ... 0.0023 hartree/bohr
SMILES string ... CC(C)C(=O)N(C)CC(=O)N1C[C@H](CNC(=O)c2cnoc2C2CC2)[C@H]2C[C@H]21

Bonds (Å) are listed after each position.
Element x y z (Å)
1 C 3.95 5.28 1.64  C2 1.523, H29 1.090, H30 1.091, H31 1.089
2 C 3.52 3.90 2.13  C1 1.523, C3 1.532, C4 1.525, H32 1.091
3 C 3.48 3.84 3.66  C2 1.532, H33 1.092, H34 1.091, H35 1.091
4 C 4.51 2.84 1.64  C2 1.525, O5 1.217, N6 1.375
5 O 5.67 3.13 1.43  C4 1.217
6 N 4.06 1.55 1.52  C4 1.375, C7 1.452, C8 1.437
7 C 4.93 0.57 0.91  N6 1.452, H36 1.085, H37 1.092, H38 1.094
8 C 2.66 1.21 1.55  N6 1.437, C9 1.532, H39 1.092, H40 1.091
9 C 1.94 1.57 0.24  C8 1.532, O10 1.217, N11 1.355
10 O 2.48 2.24 -0.62  C9 1.217
11 N 0.67 1.11 0.14  C9 1.355, C12 1.460, C28 1.439
12 C -0.10 1.27 -1.09  N11 1.460, C13 1.538, H41 1.096, H42 1.088
13 C -0.99 0.01 -1.15  C12 1.538, C14 1.524, C26 1.529, H43 1.095
14 C -2.38 0.32 -1.68  C13 1.524, N15 1.450, H44 1.090, H45 1.092
15 N -3.20 -0.86 -1.81  C14 1.450, C16 1.362, H46 1.006
16 C -4.15 -1.20 -0.89  N15 1.362, O17 1.219, C18 1.481
17 O -4.40 -0.51 0.09  C16 1.219
18 C -4.87 -2.46 -1.16  C16 1.481, C19 1.422, C22 1.361
19 C -6.26 -2.70 -0.97  C18 1.422, N20 1.296, H47 1.079
20 N -6.61 -3.89 -1.32  C19 1.296, O21 1.394
21 O -5.44 -4.51 -1.74  N20 1.394, C22 1.337
22 C -4.42 -3.65 -1.65  C18 1.361, O21 1.337, C23 1.467
23 C -3.09 -4.13 -2.04  C22 1.467, C24 1.507, C25 1.515, H48 1.081
24 C -2.81 -5.61 -2.08  C23 1.507, C25 1.493, H49 1.080, H50 1.080
25 C -2.92 -4.85 -3.36  C23 1.515, C24 1.493, H51 1.081, H52 1.081
26 C -1.02 -0.51 0.29  C13 1.529, C27 1.505, C28 1.495, H53 1.081
27 C 0.19 -1.25 0.79  C26 1.505, C28 1.506, H54 1.082, H55 1.084
28 C 0.02 0.22 1.06  N11 1.439, C26 1.495, C27 1.506, H56 1.082
29 H 3.97 5.31 0.55  C1 1.090
30 H 3.26 6.03 2.01  C1 1.091
31 H 4.95 5.51 2.00  C1 1.089
32 H 2.53 3.69 1.73  C2 1.091
33 H 3.16 2.86 4.03  C3 1.092
34 H 4.47 4.05 4.07  C3 1.091
35 H 2.79 4.59 4.05  C3 1.091
36 H 5.95 0.93 0.95  C7 1.085
37 H 4.86 -0.38 1.45  C7 1.092
38 H 4.65 0.40 -0.14  C7 1.094
39 H 2.57 0.13 1.72  C8 1.092
40 H 2.14 1.69 2.38  C8 1.091
41 H -0.72 2.17 -1.03  C12 1.096
42 H 0.57 1.38 -1.93  C12 1.088
43 H -0.52 -0.73 -1.81  C13 1.095
44 H -2.89 1.00 -1.00  C14 1.090
45 H -2.31 0.81 -2.66  C14 1.092
46 H -3.13 -1.42 -2.64  N15 1.006
47 H -7.00 -2.01 -0.59  C19 1.079
48 H -2.28 -3.48 -1.73  C23 1.081
49 H -1.83 -5.93 -1.76  C24 1.080
50 H -3.62 -6.27 -1.81  C24 1.080
51 H -3.82 -5.00 -3.95  C25 1.081
52 H -2.03 -4.65 -3.93  C25 1.081
53 H -1.98 -0.72 0.74  C26 1.081
54 H 0.05 -1.94 1.62  C27 1.082
55 H 0.95 -1.53 0.07  C27 1.084
56 H -0.16 0.58 2.07  C28 1.082


No. 2
Entry from the OMol25 dataset: a single C20H28N4O4 molecule in a non-equilibrium geometry (wB97M-V/def2-TZVPD).

Results
Energy ... -35344.766 eV
ΔE to the lowest compared entry with this formula, charge and spin ... 227.6 kJ/mol
E_HOMO ... -0.3001 hartree
Gap between HOMO and LUMO ... 8.83 eV
F_max ... 0.0416 hartree/bohr
SMILES string ... C[C@@H]1ON=C(C(=O)NCC[C@H]2CCCN(C(=O)c3ccc(N)c(O)c3)C2)[C@H]1C

Bonds (Å) are listed after each position.
Element x y z (Å)
1 C -1.43 -8.04 -2.14  C2 1.540, H29 1.090, H30 1.090, H31 1.091
2 C -2.21 -7.33 -1.02  C1 1.540, O3 1.419, C27 1.529, H32 1.092
3 O -3.18 -6.50 -1.64  C2 1.419, N4 1.414
4 N -2.76 -5.15 -1.58  O3 1.414, C5 1.273
5 C -1.75 -5.04 -0.82  N4 1.273, C6 1.469, C27 1.512
6 C -1.01 -3.80 -0.54  C5 1.469, O7 1.231, N8 1.345
7 O -0.03 -3.76 0.19  C6 1.231
8 N -1.49 -2.69 -1.14  C6 1.345, C9 1.461, H33 1.009
9 C -0.92 -1.35 -1.00  N8 1.461, C10 1.542, H34 1.093, H35 1.092
10 C -1.31 -0.67 0.32  C9 1.542, C11 1.545, H36 1.091, H37 1.092
11 C -0.76 0.76 0.49  C10 1.545, C12 1.548, C26 1.558, H38 1.093
12 C -1.40 1.47 1.71  C11 1.548, C13 1.542, H39 1.091, H40 1.092
13 C -0.79 2.87 1.94  C12 1.542, C14 1.547, H41 1.092, H42 1.091
14 C 0.75 2.81 2.01  C13 1.547, N15 1.479, H43 1.089, H44 1.092
15 N 1.23 2.20 0.75  C14 1.479, C16 1.365, C26 1.480
16 C 1.41 2.95 -0.37  N15 1.365, O17 1.234, C18 1.517
17 O 1.14 2.52 -1.50  C16 1.234
18 C 1.98 4.35 -0.25  C16 1.517, C19 1.405, C25 1.404
19 C 2.92 4.69 0.73  C18 1.405, C20 1.395, H45 1.081
20 C 3.44 5.98 0.80  C19 1.395, C21 1.392, H46 1.080
21 C 3.05 6.95 -0.12  C20 1.392, N22 1.395, C23 1.405
22 N 3.57 8.24 0.00  C21 1.395, H47 1.008, H48 1.013
23 C 2.13 6.63 -1.12  C21 1.405, O24 1.376, C25 1.396
24 O 1.72 7.56 -2.05  C23 1.376, H49 0.959
25 C 1.61 5.33 -1.19  C18 1.404, C23 1.396, H50 1.081
26 C 0.80 0.79 0.61  C11 1.558, N15 1.480, H51 1.091, H52 1.092
27 C -1.37 -6.36 -0.19  C2 1.529, C5 1.512, C28 1.546, H53 1.092
28 C -1.63 -6.45 1.33  C27 1.546, H54 1.092, H55 1.091, H56 1.090
29 H -0.68 -8.72 -1.73  C1 1.090
30 H -2.11 -8.64 -2.76  C1 1.090
31 H -0.93 -7.33 -2.79  C1 1.091
32 H -2.72 -8.07 -0.40  C2 1.092
33 H -2.29 -2.81 -1.73  N8 1.009
34 H 0.17 -1.39 -1.11  C9 1.093
35 H -1.24 -0.73 -1.84  C9 1.092
36 H -2.40 -0.65 0.39  C10 1.091
37 H -0.97 -1.29 1.16  C10 1.092
38 H -1.03 1.34 -0.39  C11 1.093
39 H -2.49 1.53 1.59  C12 1.091
40 H -1.24 0.87 2.60  C12 1.092
41 H -1.10 3.56 1.16  C13 1.092
42 H -1.18 3.29 2.87  C13 1.091
43 H 1.22 3.76 2.27  C14 1.089
44 H 1.07 2.15 2.82  C14 1.092
45 H 3.28 3.95 1.44  C19 1.081
46 H 4.16 6.23 1.58  C20 1.080
47 H 4.58 8.27 -0.07  N22 1.008
48 H 3.08 8.85 -0.64  N22 1.013
49 H 1.12 7.20 -2.70  O24 0.959
50 H 0.91 5.08 -1.97  C25 1.081
51 H 1.12 0.23 1.48  C26 1.091
52 H 1.32 0.31 -0.22  C26 1.092
53 H -0.30 -6.54 -0.36  C27 1.092
54 H -1.05 -5.71 1.88  C28 1.092
55 H -2.68 -6.28 1.57  C28 1.091
56 H -1.36 -7.43 1.72  C28 1.090


No. 3
Entry from the OMol25 dataset: a single C20H28N4O5S molecule (wB97M-V/def2-TZVPD).

Results
Energy ... -48229.929 eV
ΔE to the lowest compared entry with this formula, charge and spin ... 22.8 kJ/mol
E_HOMO ... -0.3331 hartree
Gap between HOMO and LUMO ... 8.76 eV
F_max ... 0.0174 hartree/bohr
SMILES string ... Cn1c(=O)c2cc(S(=O)(=O)NCCC(=O)NC3CCCCCC3)ccc2n(C)c1=O

Bonds (Å) are listed after each position.
Element x y z (Å)
1 C 5.88 3.79 0.59  N2 1.454, H31 1.089, H32 1.090, H33 1.086
2 N 4.78 3.06 1.19  C1 1.454, C3 1.383, C29 1.381
3 C 3.99 2.33 0.32  N2 1.383, O4 1.210, C5 1.466
4 O 4.21 2.32 -0.87  C3 1.210
5 C 2.89 1.59 0.96  C3 1.466, C6 1.393, C26 1.404
6 C 2.06 0.80 0.17  C5 1.393, C7 1.374, H34 1.079
7 C 1.02 0.12 0.76  C6 1.374, S8 1.792, C24 1.387
8 S -0.07 -0.88 -0.25  C7 1.792, O9 1.438, O10 1.429, N11 1.657
9 O -1.00 -1.54 0.62  S8 1.438
10 O 0.70 -1.68 -1.15  S8 1.429
11 N -0.90 0.20 -1.20  S8 1.657, C12 1.451, H35 1.006
12 C -1.56 1.34 -0.59  N11 1.451, C13 1.531, H36 1.092, H37 1.102
13 C -2.80 0.90 0.19  C12 1.531, C14 1.531, H38 1.088, H39 1.090
14 C -3.72 0.13 -0.76  C13 1.531, O15 1.215, N16 1.341
15 O -4.53 0.70 -1.47  C14 1.215
16 N -3.53 -1.19 -0.73  C14 1.341, C17 1.452, H40 1.013
17 C -4.10 -2.10 -1.72  N16 1.452, C18 1.533, C23 1.530, H41 1.096
18 C -3.06 -2.30 -2.83  C17 1.533, C19 1.528, H42 1.093, H43 1.094
19 C -3.45 -3.33 -3.90  C18 1.528, C20 1.530, H44 1.091, H45 1.092
20 C -3.39 -4.77 -3.38  C19 1.530, C21 1.531, H46 1.093, H47 1.091
21 C -4.69 -5.28 -2.75  C20 1.531, C22 1.531, H48 1.093, H49 1.093
22 C -5.44 -4.26 -1.88  C21 1.531, C23 1.529, H50 1.092, H51 1.091
23 C -4.53 -3.38 -1.01  C17 1.530, C22 1.529, H52 1.093, H53 1.091
24 C 0.79 0.21 2.12  C7 1.387, C25 1.379, H54 1.079
25 C 1.62 0.99 2.92  C24 1.379, C26 1.403, H55 1.076
26 C 2.69 1.69 2.34  C5 1.404, C25 1.403, N27 1.373
27 N 3.54 2.46 3.10  C26 1.373, C28 1.450, C29 1.386
28 C 3.35 2.57 4.53  N27 1.450, H56 1.089, H57 1.090, H58 1.090
29 C 4.60 3.16 2.55  N2 1.381, N27 1.386, O30 1.210
30 O 5.34 3.82 3.25  C29 1.210
31 H 6.50 3.10 0.02  C1 1.089
32 H 5.50 4.55 -0.09  C1 1.090
33 H 6.46 4.25 1.39  C1 1.086
34 H 2.25 0.72 -0.88  C6 1.079
35 H -0.36 0.41 -2.03  N11 1.006
36 H -1.88 2.00 -1.40  C12 1.092
37 H -0.87 1.89 0.07  C12 1.102
38 H -2.51 0.26 1.03  C13 1.088
39 H -3.32 1.78 0.56  C13 1.090
40 H -2.75 -1.55 -0.20  N16 1.013
41 H -4.98 -1.59 -2.13  C17 1.096
42 H -2.90 -1.33 -3.31  C18 1.093
43 H -2.11 -2.60 -2.38  C18 1.094
44 H -4.45 -3.11 -4.28  C19 1.091
45 H -2.75 -3.23 -4.72  C19 1.092
46 H -3.15 -5.44 -4.21  C20 1.093
47 H -2.58 -4.84 -2.66  C20 1.091
48 H -5.37 -5.60 -3.54  C21 1.093
49 H -4.45 -6.15 -2.15  C21 1.093
50 H -6.13 -4.81 -1.24  C22 1.092
51 H -6.04 -3.60 -2.51  C22 1.091
52 H -5.08 -3.09 -0.12  C23 1.093
53 H -3.65 -3.94 -0.69  C23 1.091
54 H -0.03 -0.34 2.55  C24 1.079
55 H 1.43 1.04 3.97  C25 1.076
56 H 4.14 3.22 4.91  C28 1.089
57 H 3.44 1.59 5.00  C28 1.090
58 H 2.38 3.01 4.76  C28 1.090


No. 4
Entry from the OMol25 dataset: 6 unconnected molecules or ions with the total composition C20H28N5O in a non-equilibrium geometry (wB97M-V/def2-TZVPD).

Results
Energy ... -30676.593 eV
ΔE to the lowest compared entry with this formula, charge and spin ... 108.5 kJ/mol
E_HOMO ... -0.4117 hartree
Gap between HOMO and LUMO ... 9.03 eV
Charge ... +1
F_max ... 0.1840 hartree/bohr

Bonds (Å) are listed after each position.
Element x y z (Å)
1 O -1.11 0.76 0.05  H2 1.051, H3 0.991, H4 0.993
2 H -2.08 1.14 0.23  O1 1.051
3 H -0.52 1.06 0.79  O1 0.991
4 H -0.99 -0.19 -0.21  O1 0.993
5 N 1.54 1.43 0.97  C6 1.395, C9 1.378, H10 1.189
6 C 1.14 2.76 1.08  N5 1.395, C7 1.302, H11 1.140
7 C 0.43 2.86 2.17  C6 1.302, C8 1.564, H12 1.019
8 C 0.32 1.41 2.75  C7 1.564, C9 1.360, H13 1.101
9 C 1.16 0.63 2.02  N5 1.378, C8 1.360, H14 1.092
10 H 2.26 0.92 0.18  N5 1.189
11 H 1.33 3.68 0.43  C6 1.140
12 H 0.13 3.72 2.62  C7 1.019
13 H -0.27 1.25 3.67  C8 1.101
14 H 1.48 -0.41 2.13  C9 1.092
15 N 3.66 0.39 -1.32  C16 1.433, C19 1.415, H20 1.130
16 C 2.33 0.05 -1.74  N15 1.433, C17 1.388, H21 1.012
17 C 1.65 1.22 -2.03  C16 1.388, C18 1.509, H22 1.137
18 C 2.73 2.27 -1.97  C17 1.509, C19 1.355, H23 1.092
19 C 3.90 1.76 -1.54  N15 1.415, C18 1.355, H24 0.945
20 H 4.27 -0.49 -0.96  N15 1.130
21 H 1.89 -0.84 -1.55  C16 1.012
22 H 0.56 1.32 -2.36  C17 1.137
23 H 2.54 3.28 -2.35  C18 1.092
24 H 4.75 2.05 -1.23  C19 0.945
25 N 2.87 -4.52 1.13  C26 1.380, C29 1.394, H30 1.155
26 C 2.26 -3.49 0.45  N25 1.380, C27 1.379, H31 1.056
27 C 1.07 -3.19 1.10  C26 1.379, C28 1.550, H32 1.188
28 C 1.11 -4.09 2.36  C27 1.550, C29 1.373, H33 0.929
29 C 2.32 -4.72 2.39  N25 1.394, C28 1.373, H34 1.227
30 H 3.74 -5.17 0.72  N25 1.155
31 H 2.48 -3.13 -0.52  C26 1.056
32 H 0.25 -2.41 0.74  C27 1.188
33 H 0.53 -4.40 3.02  C28 0.929
34 H 2.81 -5.64 3.05  C29 1.227
35 N -2.11 -1.81 -1.27  C36 1.335, C39 1.383, H40 1.127
36 C -2.64 -0.82 -2.00  N35 1.335, C37 1.438, H41 1.108
37 C -1.62 -0.39 -2.92  C36 1.438, C38 1.585, H42 1.049
38 C -0.52 -1.53 -2.79  C37 1.585, C39 1.349, H43 1.164
39 C -0.92 -2.30 -1.75  N35 1.383, C38 1.349, H44 1.234
40 H -2.74 -2.39 -0.53  N35 1.127
41 H -3.61 -0.34 -1.77  C36 1.108
42 H -1.70 0.38 -3.63  C37 1.049
43 H 0.37 -1.79 -3.48  C38 1.164
44 H -0.40 -3.24 -1.14  C39 1.234
45 N -3.69 2.43 -0.62  C46 1.461, C49 1.360, H50 1.083
46 C -4.25 1.30 0.12  N45 1.461, C47 1.312, H51 0.970
47 C -3.90 1.45 1.38  C46 1.312, C48 1.574, H52 1.017
48 C -3.24 2.87 1.49  C47 1.574, C49 1.326, H53 1.068
49 C -3.06 3.27 0.24  N45 1.360, C48 1.326, H54 1.058
50 H -3.87 2.59 -1.68  N45 1.083
51 H -4.79 0.63 -0.32  C46 0.970
52 H -4.18 0.76 2.08  C47 1.017
53 H -3.03 3.44 2.37  C48 1.068
54 H -2.66 4.21 -0.04  C49 1.058